#one
The following is a quantum chemistry calculation of one molecule with the formula C3H3N5, from OMol25.

As for the SMILES: [H]/N=c1\cnncnn1. For the HOMO-LUMO gap, the calculation gives 0.331 Ha. The LUMO energy comes out at -1.4208 eV. The calculation puts the HOMO energy at -10.414 eV.

Each atom is followed by the atoms it is bonded to, with distances in Å.
Cartesian coordinates (Å):
1 C 0.62590 0.62993 -0.62846  C2 1.553, N7 1.391, N11 1.455
2 C -0.34807 -0.40983 -1.24689  C1 1.553, H5 1.214, N8 1.310
3 C -0.54368 -0.10193 1.44620  H6 1.319, N9 1.308, N10 1.418
4 H 2.19149 -0.47284 -0.72001  N7 1.086
5 H -0.78335 -0.25192 -2.36962  C2 1.214
6 H 0.04890 -0.30335 2.60705  C3 1.319
7 N 1.92541 0.42750 -0.17413  C1 1.391, H4 1.086
8 N -1.13410 -1.10227 -0.45997  C2 1.310, N9 1.345
9 N -0.78444 -1.23176 0.83250  C3 1.308, N8 1.345
10 N -0.82792 1.19864 0.95737  C3 1.418, N11 1.352
11 N -0.37015 1.61784 -0.24403  C1 1.455, N10 1.352

Computed Mulliken charges, given in elementary charges:
1 C 0.459
2 C -0.068
3 C 0.111
4 H 0.308
5 H 0.283
6 H 0.290
7 N -0.561
8 N -0.262
9 N -0.186
10 N -0.129
11 N -0.247


#two
The following is a quantum chemistry calculation of one molecule with the formula C3H3N5, from OMol25.

As for the SMILES: [H]/N=c1/ncncnn1. For the HOMO-LUMO gap, the calculation gives 0.302 Ha. The LUMO energy comes out at -1.1236 eV. The calculation puts the HOMO energy at -9.335 eV.

Each atom is followed by the atoms it is bonded to, with distances in Å.
Cartesian coordinates (Å):
1 C 1.13971 -0.42634 0.21524  N7 1.344, N8 1.277, N11 1.560
2 C -1.04614 -1.20993 0.24472  H5 1.115, N8 1.237, N9 1.366
3 C -0.85074 0.96605 -0.54654  H6 1.022, N9 1.431, N10 1.355
4 H 2.52986 0.54978 -0.78389  N7 0.981
5 H -1.78726 -1.78766 0.84447  C2 1.115
6 H -1.13377 1.80165 -1.06216  C3 1.022
7 N 2.10628 -0.33234 -0.71452  C1 1.344, H4 0.981
8 N 0.18234 -1.25460 0.37977  C1 1.277, C2 1.237
9 N -1.68800 -0.18311 -0.38749  C2 1.366, C3 1.431
10 N -0.09920 1.26398 0.54114  C3 1.355, N11 1.229
11 N 0.64692 0.61254 1.26926  C1 1.560, N10 1.229

Computed Mulliken charges, given in elementary charges:
1 C 0.707
2 C 0.113
3 C -0.102
4 H 0.224
5 H 0.343
6 H 0.399
7 N -0.664
8 N -0.362
9 N -0.421
10 N 0.085
11 N -0.321


#three
The following is a quantum chemistry calculation of one molecule with the formula C3H3N5, from OMol25.

As for the SMILES: [H]/N=c1/ncncnn1. For the HOMO-LUMO gap, the calculation gives 0.299 Ha. The LUMO energy comes out at -1.5110 eV. The calculation puts the HOMO energy at -9.636 eV.

Each atom is followed by the atoms it is bonded to, with distances in Å.
Cartesian coordinates (Å):
1 C 1.19836 0.25488 -0.14887  N7 1.237, N8 1.421, N11 1.443
2 C -0.78494 1.39913 -0.23532  H5 1.100, N8 1.281, N9 1.437
3 C -1.23181 -0.89607 0.29084  H6 1.110, N9 1.290, N10 1.443
4 H 2.37532 -0.78879 0.81438  N7 1.011
5 H -1.36312 2.28091 -0.54870  C2 1.100
6 H -1.85406 -1.72443 0.69037  C3 1.110
7 N 2.13356 0.18041 0.65686  C1 1.237, H4 1.011
8 N 0.46595 1.41737 -0.51062  C1 1.421, C2 1.281
9 N -1.59398 0.34207 0.30497  C2 1.437, C3 1.290
10 N -0.15794 -1.54706 -0.41954  C3 1.443, N11 1.250
11 N 0.81267 -0.91843 -0.89439  C1 1.443, N10 1.250

Computed Mulliken charges, given in elementary charges:
1 C 0.587
2 C 0.136
3 C 0.115
4 H 0.279
5 H 0.369
6 H 0.369
7 N -0.577
8 N -0.442
9 N -0.458
10 N -0.077
11 N -0.300


#four
The following is a quantum chemistry calculation of one molecule with the formula C3H3N5, from OMol25.

As for the SMILES: N=c1nnccnn1. For the HOMO-LUMO gap, the calculation gives 0.299 Ha. The LUMO energy comes out at -1.2171 eV. The calculation puts the HOMO energy at -9.358 eV.

Each atom is followed by the atoms it is bonded to, with distances in Å.
Cartesian coordinates (Å):
1 C -1.42088 0.00504 -0.33714  N7 1.314, N8 1.444, N11 1.525
2 C 1.38884 -0.69676 0.23001  C3 1.291, H5 1.281, N9 1.550
3 C 1.29803 0.59098 0.22130  C2 1.291, H6 1.099, N10 1.448
4 H -2.90849 0.50884 1.07112  N7 1.135
5 H 2.55012 -1.23640 0.26675  C2 1.281
6 H 2.22812 1.11276 0.48592  C3 1.099
7 N -2.35705 -0.31936 0.52531  C1 1.314, H4 1.135
8 N -0.75892 -1.20663 -0.76030  C1 1.444, N9 1.248
9 N 0.39815 -1.61370 -0.53206  C2 1.550, N8 1.248
10 N 0.37966 1.53529 -0.37899  C3 1.448, N11 1.266
11 N -0.79758 1.31995 -0.79191  C1 1.525, N10 1.266

Computed Mulliken charges, given in elementary charges:
1 C 0.630
2 C -0.117
3 C -0.096
4 H 0.274
5 H 0.277
6 H 0.345
7 N -0.571
8 N -0.196
9 N -0.148
10 N -0.138
11 N -0.262


Ordering by calculated energy gives the sequence #three, #two, #four, #one, with the first entry being the most stable.


#one
The following is a quantum chemistry calculation of one molecule with the formula C5H10N2, from OMol25.

As for the SMILES: C=N/C(C)=C(/C)N. For the HOMO-LUMO gap, the calculation gives 0.306 Ha. The LUMO energy comes out at 0.9837 eV. The calculation puts the HOMO energy at -7.347 eV.

Each atom is followed by the atoms it is bonded to, with distances in Å.
Cartesian coordinates (Å):
1 C -1.02699 0.68180 1.50758  C3 1.503, H10 1.094, H11 1.094, H12 1.095
2 C 0.09881 -1.90177 0.29126  C4 1.509, H13 1.094, H14 1.097, H15 1.093
3 C -0.36513 0.58016 0.16222  C1 1.503, C4 1.386, N7 1.361
4 C 0.11646 -0.57641 -0.42986  C2 1.509, C3 1.386, N5 1.408
5 N 0.24905 -0.71214 -1.82549  C4 1.408, H8 1.020, H9 1.017
6 C 1.19508 1.89267 -0.60824  N7 1.315, H16 1.099, H17 1.098
7 N -0.10600 1.74837 -0.48666  C3 1.361, C6 1.315
8 H 0.00573 0.15895 -2.29604  N5 1.020
9 H -0.31937 -1.46999 -2.19473  N5 1.017
10 H -0.88540 -0.18331 2.16125  C1 1.094
11 H -0.64617 1.53941 2.07017  C1 1.094
12 H -2.10732 0.81588 1.38525  C1 1.095
13 H 0.82508 -2.59015 -0.15104  C2 1.094
14 H -0.88752 -2.37396 0.20939  C2 1.097
15 H 0.34561 -1.79479 1.35017  C2 1.093
16 H 1.57932 2.70256 -1.24368  C6 1.099
17 H 1.92875 1.48273 0.09844  C6 1.098

Computed Mulliken charges, given in elementary charges:
1 C -1.080
2 C -1.567
3 C 0.628
4 C 0.418
5 N -0.557
6 C -0.285
7 N -0.606
8 H 0.275
9 H 0.229
10 H 0.298
11 H 0.346
12 H 0.243
13 H 0.408
14 H 0.316
15 H 0.400
16 H 0.276
17 H 0.257


#two
The following is a quantum chemistry calculation of one molecule with the formula C5H10N2, from OMol25.

As for the SMILES: C=C/C=N/N(C)C. For the HOMO-LUMO gap, the calculation gives 0.311 Ha. The LUMO energy comes out at 0.9818 eV. The calculation puts the HOMO energy at -7.476 eV.

Each atom is followed by the atoms it is bonded to, with distances in Å.
Cartesian coordinates (Å):
1 C 2.44935 0.40295 -0.16715  C2 1.431, C3 1.328, H8 1.076
2 C 1.11448 0.91732 -0.14808  C1 1.431, N6 1.278, H9 1.083
3 C 2.44913 -0.84795 0.27902  C1 1.328, H10 1.068, H11 1.087
4 C -1.69338 1.16971 0.17655  N7 1.445, H12 1.096, H13 1.088, H14 1.093
5 C -1.66972 -1.27014 -0.20603  N7 1.440, H15 1.097, H16 1.087, H17 1.093
6 N 0.36784 -0.11832 -0.09058  C2 1.278, N7 1.328
7 N -0.94531 -0.06381 0.10001  C4 1.445, C5 1.440, N6 1.328
8 H 3.29322 0.90563 -0.60735  C1 1.076
9 H 0.82001 1.95921 -0.15912  C2 1.083
10 H 1.67566 -1.31554 0.84796  C3 1.068
11 H 3.35483 -1.44341 0.19203  C3 1.087
12 H -1.70800 1.70176 -0.78202  C4 1.096
13 H -2.71679 0.94532 0.47006  C4 1.088
14 H -1.24550 1.82065 0.93107  C4 1.093
15 H -2.14470 -1.22658 -1.19444  C5 1.097
16 H -0.95996 -2.09366 -0.19109  C5 1.087
17 H -2.44118 -1.44313 0.54916  C5 1.093

Computed Mulliken charges, given in elementary charges:
1 C -0.374
2 C -0.097
3 C -0.694
4 C -0.958
5 C -0.848
6 N -0.516
7 N 0.278
8 H 0.350
9 H 0.404
10 H 0.298
11 H 0.281
12 H 0.339
13 H 0.306
14 H 0.333
15 H 0.292
16 H 0.300
17 H 0.306


Ordering by calculated energy gives the sequence #one, #two, with the first entry being the most stable.